# 1
C37H46BrF6IN2O8 | ωB97M-V/def2-TZVPD

Summary:
Kohn-Sham gap = 8.472 eV
2S+1 = 1
F_max = 1.9 eV/Å
HOMO = -9.1 eV
SMILES = CCOCCc1cc(C)c(CCC(N)=O)c2c1C(=O)c1cc(CN)c(CCCBr)c(C[C@H](C)I)c1C2=O.CCOC(=O)C(F)(F)F.CCOC(=O)C(F)(F)F
Calculated total energy = -5619.86836 a.u.

CARTESIAN COORDINATES (ANGSTROEM)
I (-0.4662, -2.4166, 2.7991)
Br (3.7433, -0.2561, 5.1360)
F (1.6257, 7.6715, -7.1501)
F (0.6388, 9.5040, -6.5988)
F (-0.0729, 8.3580, -8.2865)
F (-1.7770, 0.3113, 3.5187)
F (-3.0148, 1.9850, 4.0657)
F (-3.9119, 0.2089, 3.2393)
O (-1.5630, 8.2118, -5.8249)
O (1.6160, 3.5081, -1.7386)
O (-2.4282, -0.8150, 5.9125)
O (-0.3206, 6.3412, -5.7891)
O (0.2021, -4.2639, -1.1087)
O (2.6524, -0.2385, -2.3169)
O (-4.6360, -4.4553, -3.2158)
O (-4.1324, 0.6391, 6.0830)
N (5.5737, -0.0072, 1.7822)
N (-2.9727, -3.6594, -4.6367)
C (2.3992, -1.6300, -0.3783)
C (1.6940, -2.7496, 0.0245)
C (0.4389, 1.5425, -2.6647)
C (-0.3092, -1.9742, -1.3816)
C (-2.9475, 0.6490, 4.0602)
C (-3.4942, 0.7554, 8.4323)
C (5.2695, -1.4215, 2.0564)
C (-1.6785, -2.0552, -1.5540)
C (-3.4681, -4.1847, -3.3786)
C (-2.4307, -4.4142, -2.2615)
C (-0.6193, -5.3833, 3.0864)
C (1.3215, -4.6324, 1.6180)
C (-2.5573, 7.5784, -4.9990)
C (-0.5074, 7.4691, -6.1355)
C (3.9683, -1.9213, 1.4048)
C (3.7468, -3.8341, 3.0601)
C (2.8703, -1.9581, 4.6726)
C (2.1221, -3.4234, 1.1437)
C (2.2894, 3.9945, -4.0258)
C (1.9156, -0.8533, -1.5672)
C (-0.2550, 0.2503, -2.2683)
C (0.5192, -4.3507, 2.9222)
C (3.5169, -1.2344, 0.2952)
C (1.0674, 2.2388, -1.4345)
C (-2.4747, -3.2971, -1.1945)
C (-4.4298, 0.1540, 7.4052)
C (-1.6126, 0.1682, -2.4370)
C (-2.1453, 7.5865, -3.5420)
C (0.4143, -0.8453, -1.7483)
C (0.4371, 8.2601, -7.0503)
C (3.9224, -3.0541, 4.3993)
C (2.7180, 3.4379, -2.6465)
C (-2.3386, -0.9593, -2.1117)
C (0.5153, -3.1213, -0.8159)
C (-3.8309, -0.9394, -2.3857)
C (-3.1100, 0.0589, 5.4669)
C (3.2683, -3.0346, 1.8588)
H (6.1113, -1.9726, 1.6164)
H (-4.4035, -0.9354, 7.4242)
H (0.5950, -4.9943, 0.8940)
H (-3.9743, -1.3355, -3.4024)
H (1.1393, -4.4361, 3.8168)
H (-0.2617, -6.3524, 3.4482)
H (-4.4055, -1.5858, -1.7258)
H (1.3822, 4.5877, -3.8857)
H (-3.5194, 1.8446, 8.3790)
H (3.0856, 4.5859, -4.4828)
H (-1.4625, -4.4806, -2.7616)
H (4.7638, 0.5684, 1.9758)
H (-2.0327, -4.0182, -4.7941)
H (-2.8094, -2.6648, -4.4631)
H (3.8145, -3.7963, 5.2016)
H (2.0052, -5.4670, 1.8201)
H (-3.4700, 8.1565, -5.1310)
H (-1.2433, 6.9952, -3.3851)
H (-3.7791, 0.4435, 9.4366)
H (0.2880, 2.3690, -0.6755)
H (3.1404, -4.7109, 3.2708)
H (-2.9396, 7.1770, -2.9186)
H (-2.1847, 0.9911, -2.8606)
H (-1.1655, -5.4826, 2.1428)
H (-4.2217, 0.0795, -2.4177)
H (1.1945, 1.3423, -3.4257)
H (-1.3392, -4.9891, 3.8108)
H (-2.7589, 6.5684, -5.3556)
H (1.8647, 1.6338, -0.9824)
H (-2.4643, 0.4474, 8.2536)
H (3.5860, 3.9658, -2.2359)
H (-2.0402, -3.7046, -0.2739)
H (-3.5183, -3.0837, -0.9573)
H (4.9365, -2.6774, 4.5219)
H (-2.6067, -5.3710, -1.7609)
H (2.1290, -1.8291, 3.8866)
H (-0.3096, 2.2481, -3.0424)
H (4.7414, -4.2254, 2.7959)
H (4.0349, -0.3656, -0.0929)
H (5.8935, 0.1125, 0.8320)
H (5.2759, -1.5081, 3.1373)
H (-5.4544, 0.4567, 7.6129)
H (2.0161, 3.1447, -4.6584)
H (3.0159, 2.3850, -2.7453)
H (-1.9259, 8.6033, -3.2139)
H (2.3147, -2.2194, 5.5753)

---

# 2
C37H46Cl2F26N3O6Si | ωB97M-V/def2-TZVPD

Summary:
Energy above the lowest of the compared OMol25 structures with the same formula, charge and spin = 0.000 eV
Kohn-Sham gap = 7.860 eV
2S+1 = 1
Net charge = +1
F_max = 1.7 eV/Å
HOMO = -11.7 eV
Calculated total energy = -5859.21749 a.u.

CARTESIAN COORDINATES (ANGSTROEM)
Cl (-0.8368, 1.0735, -0.7233)
Cl (-0.7248, -0.3865, -3.6185)
Si (-7.8013, -2.0642, -1.0651)
F (8.4607, 5.7593, 6.7304)
F (6.9492, 3.5405, 7.4722)
F (3.3016, 3.7000, 3.3001)
F (7.7088, 5.5750, 9.4290)
F (4.1499, -0.1466, 2.6765)
F (4.0079, 1.3116, -5.6240)
F (8.3341, 7.7813, 5.9379)
F (3.7835, 3.9346, -6.1497)
F (4.9820, 1.8659, 4.6151)
F (2.2704, 3.8828, 1.3922)
F (1.4346, -1.5148, -8.4546)
F (1.4746, 0.6386, -8.6122)
F (5.6552, 7.6364, 5.7574)
F (2.9269, -0.9500, 4.2654)
F (3.0398, 2.8214, -7.8644)
F (-4.7221, -2.9165, 0.0487)
F (6.4132, 7.4702, 7.7907)
F (5.4945, -0.2178, 5.0152)
F (5.4588, 2.9400, 8.9159)
F (4.9233, 4.2956, 1.2450)
F (-5.0135, -2.1739, 2.0639)
F (3.4598, -0.4976, -10.0363)
F (7.9573, 3.4748, 9.9694)
F (2.4933, 2.3212, -4.4279)
F (5.3455, 2.2615, 1.8902)
F (4.3653, 0.3906, -8.2598)
O (2.4892, 1.0824, 3.5815)
O (-1.5248, -0.3492, 1.9905)
O (0.6452, -5.0506, -2.3770)
O (-0.9017, -0.2519, 3.2682)
O (2.1394, -0.3848, -6.7157)
O (5.3082, 4.9615, 8.0857)
N (-1.9456, -3.2497, 0.2380)
N (-3.2575, -1.3506, 0.8836)
N (-1.8880, -1.3823, -1.1000)
C (-0.5892, -4.7287, -3.0161)
C (5.3871, 5.5857, 6.8050)
C (-5.1125, -2.5040, -4.2291)
C (-6.8586, -0.5347, -3.2826)
C (3.5372, -0.5760, -8.6916)
C (-5.5957, -0.7491, 0.2693)
C (1.6056, -0.1606, -2.1412)
C (-9.5466, -1.3847, -1.3296)
C (-5.8987, -2.7587, -3.1006)
C (2.3401, 1.7706, 2.3413)
C (3.5135, 0.1823, 3.8150)
C (-2.7639, -1.0064, 2.2079)
C (2.7974, 3.1126, -6.5761)
C (-5.1831, -1.2813, -4.8927)
C (3.1091, 3.0882, 2.1133)
C (7.6942, 6.5907, 6.0023)
C (-2.3489, -2.0408, 0.0514)
C (-6.7645, -1.7737, -2.6191)
C (6.3089, 6.8078, 6.6205)
C (-6.0679, -0.3217, -4.4063)
C (-2.3931, -4.0526, 1.3792)
C (-0.3195, -4.9008, 2.8349)
C (-7.0710, -1.1479, 0.4321)
C (2.7801, 1.8649, -5.6865)
C (6.2004, 3.9884, 8.4948)
C (1.7395, 0.7644, -5.9741)
C (-1.6935, -4.3034, -2.0118)
C (-8.0061, -3.9270, -0.7608)
C (-1.0076, -3.9150, -0.6877)
C (-1.2610, -4.4576, 2.2395)
C (-0.5915, -0.6808, -0.9278)
C (-4.6337, -1.7997, 0.8070)
C (7.0483, 4.4353, 9.6910)
C (0.2691, -0.9008, -2.1982)
C (4.4738, 0.6574, 4.9101)
C (4.4163, 3.0449, 1.3143)
C (2.1315, -0.4161, -8.1008)
H (-0.0848, -0.7572, 3.1609)
H (2.4426, 1.0915, 1.4940)
H (-4.4323, -3.2753, -4.5721)
H (-7.5249, 0.2263, -2.9023)
H (-10.0948, -1.9818, -2.0613)
H (-2.5801, -0.6679, -1.3137)
H (1.2909, 2.0647, 2.3531)
H (1.5438, 0.8183, -2.6116)
H (-3.1354, -3.5617, 1.9996)
H (0.8029, 1.1775, -6.3486)
H (-0.0836, -1.1170, -0.0689)
H (-5.3948, 0.1561, 0.8484)
H (-7.6412, -0.2216, 0.5437)
H (-2.6045, -1.8362, 2.9027)
H (-0.1305, -3.2979, -0.8389)
H (4.3809, 5.9769, 6.6627)
H (3.9538, 0.7199, 5.8688)
H (-7.2667, -1.7347, 1.3303)
H (-2.2052, -3.4446, -2.4422)
H (1.9347, -0.0687, -1.1041)
H (-3.4486, -0.3002, 2.6821)
H (-0.6462, -4.8324, -0.2331)
H (5.5269, 4.8501, 6.0124)
H (1.5010, 0.3522, -4.9964)
H (-7.6120, -4.4996, -1.6040)
H (-10.1236, -1.4438, -0.4020)
H (-4.5710, -1.0967, -5.7627)
H (3.9543, -1.5448, -8.4084)
H (6.4106, 4.5939, 10.5633)
H (-9.5178, -0.3432, -1.6575)
H (-5.8055, -3.7248, -2.6239)
H (4.2332, 2.6895, 0.2957)
H (7.6032, 6.1929, 4.9874)
H (-5.3080, -0.6022, -0.7748)
H (-2.8632, -4.9533, 0.9783)
H (-0.9188, -5.6041, -3.5780)
H (-6.1401, 0.6283, -4.9249)
H (-7.5154, -4.2784, 0.1491)
H (1.8463, 3.6485, -6.5049)
H (2.3733, -0.7218, -2.6754)
H (0.4650, -1.9601, -2.3537)
H (0.4430, -5.4626, 3.3239)
H (-0.3690, -3.9300, -3.7247)
H (-2.3788, -5.1377, -1.8682)
H (-9.0649, -4.1876, -0.7093)
H (0.7535, -6.0010, -2.3217)

---

Which value of HOMO does entry 2 give? -11.7 eV

---

Which value of Kohn-Sham gap does entry 1 give? 8.472 eV

---

Look up the calculated total energy of the first one. -5619.86836 a.u.